Record 1
Density functional theory data (ωB97M-V/def2-TZVPD) for 2 unconnected molecules or ions with the total composition C5H9NO at a distorted geometry.

Structure (ORCA input):
```
! RIJCOSX wB97M-V def2-TZVPD def2/J DEFGRID3
* xyz 0 1
C 0.579 1.794 1.195
C -0.098 1.082 0.301
C -1.417 0.409 0.577
C -2.515 1.059 -0.155
N -3.354 1.609 -0.733
H 1.535 2.246 0.946
H 0.220 1.960 2.210
H 0.302 0.920 -0.698
H -1.648 0.426 1.646
H -1.347 -0.636 0.260
C 1.622 -1.798 -0.775
O 0.213 -1.976 -0.818
H 1.916 -0.787 -1.092
H 1.930 -1.943 0.264
H 2.146 -2.531 -1.402
H -0.084 -1.834 -1.726
*
```

Values from the calculation:
**Structure (SMILES)**: C=CCC#N.CO
**Energy above the lowest of the compared OMol25 structures with the same formula, charge and spin**: 215.0 kJ/mol

Record 2
Density functional theory data (ωB97M-V/def2-TZVPD) for a single C5H7F3O2S molecule at a distorted geometry.

Structure (ORCA input):
```
! RIJCOSX wB97M-V def2-TZVPD def2/J DEFGRID3
* xyz 0 1
C -2.183 -0.200 -0.225
C -1.014 -0.026 0.729
O -1.018 0.093 1.930
C 0.333 -0.103 -0.092
C 1.690 0.380 0.919
F 2.027 -0.685 1.643
S 1.393 1.797 1.821
C 2.874 0.795 -0.052
O 2.586 1.656 -0.978
F 3.444 -0.417 -0.644
F 4.034 1.174 0.650
H -3.142 0.152 0.276
H -2.435 -1.226 -0.404
H -1.862 0.306 -1.218
H 0.310 0.587 -0.854
H 0.578 -1.101 -0.312
H 0.719 0.940 2.670
H 3.431 1.795 -1.437
*
```

Values from the calculation:
**Structure (SMILES)**: CC(=O)C[C@](F)(S)C(O)(F)F
**Energy above the lowest of the compared OMol25 structures with the same formula, charge and spin**: 0.0 kJ/mol

Record 3
Density functional theory data (ωB97M-V/def2-TZVPD) for a molecular structure, C40H43BCl2IrN5O5.

Structure (ORCA input):
```
! RIJCOSX wB97M-V def2-TZVPD def2/J DEFGRID3
* xyz 0 1
Ir -0.035 0.131 -0.477
O -0.089 -0.435 -6.284
C 0.653 -1.397 -5.759
O 1.213 -2.225 -6.430
C 0.773 -1.424 -4.274
C 1.495 -2.358 -3.563
N 1.333 -2.089 -2.258
N 0.545 -1.024 -2.082
C 0.185 -0.616 -3.289
C -0.730 0.544 -3.278
O -1.162 1.039 -4.310
O -1.004 0.931 -2.079
H -0.507 0.157 -5.604
H 2.089 -3.188 -3.907
H 1.676 -2.584 -1.438
Cl 1.150 -0.440 4.423
C 0.716 1.009 3.605
C 0.620 2.207 4.333
C 0.287 3.380 3.718
Cl 0.219 4.850 4.638
C 0.012 3.406 2.332
C -0.312 4.554 1.576
C -0.539 4.435 0.233
C -0.494 3.169 -0.373
N -0.207 2.083 0.315
C 0.079 2.184 1.640
C 0.478 0.967 2.242
O 0.589 -0.110 1.502
H 0.830 2.189 5.393
H -0.363 5.516 2.068
H -0.776 5.294 -0.376
H -0.726 3.031 -1.420
C -2.293 -2.580 -4.482
C -2.182 -3.285 -3.126
C -2.618 -4.746 -3.290
C -2.997 -2.585 -2.054
C -4.307 -2.214 -2.344
C -5.092 -1.568 -1.409
C -4.578 -1.289 -0.155
C -3.283 -1.655 0.193
C -2.814 -1.373 1.611
C -2.941 0.110 1.964
C -3.569 -2.246 2.615
C -2.495 -2.307 -0.774
N -1.179 -2.716 -0.397
B -0.120 -1.880 0.084
N 0.890 -2.804 0.602
C 0.449 -4.099 0.241
C -0.764 -4.046 -0.327
C 1.915 -2.702 1.621
C 1.757 -3.428 2.822
C 2.786 -3.394 3.757
C 3.936 -2.659 3.545
C 4.065 -1.932 2.378
C 3.068 -1.932 1.410
C 3.302 -1.127 0.148
C 4.331 -1.815 -0.751
C 3.703 0.322 0.426
C 0.539 -4.274 3.173
C 0.873 -5.770 3.114
C -0.025 -3.962 4.562
H -1.549 -2.973 -5.177
H -2.159 -1.501 -4.397
H -3.273 -2.750 -4.932
H -1.134 -3.275 -2.817
H -3.656 -4.792 -3.628
H -2.554 -5.305 -2.357
H -2.000 -5.250 -4.036
H -4.713 -2.426 -3.325
H -6.105 -1.279 -1.658
H -5.201 -0.786 0.575
H -1.757 -1.627 1.698
H -3.984 0.432 1.982
H -2.415 0.726 1.232
H -2.515 0.302 2.952
H -4.633 -1.999 2.628
H -3.175 -2.095 3.623
H -3.473 -3.304 2.364
H 1.045 -4.963 0.471
H -1.390 -4.858 -0.652
H 2.678 -3.954 4.678
H 4.722 -2.646 4.289
H 4.962 -1.349 2.208
H 2.358 -1.072 -0.387
H 5.311 -1.844 -0.269
H 4.438 -1.283 -1.699
H 4.047 -2.850 -0.965
H 4.658 0.386 0.951
H 2.950 0.821 1.033
H 3.806 0.867 -0.515
H -0.256 -4.062 2.462
H 1.592 -6.021 3.897
H 1.315 -6.073 2.165
H -0.025 -6.369 3.280
H 0.661 -4.261 5.357
H -0.954 -4.517 4.709
H -0.244 -2.903 4.680
*
```

Values from the calculation:
**Energy above the lowest of the compared OMol25 structures with the same formula, charge and spin**: 0.0 kJ/mol

Record 4
Density functional theory data (ωB97M-V/def2-TZVPD) for a molecular structure, C21H22N4O3S8Se2Ti.

Structure (ORCA input):
```
! RIJCOSX wB97M-V def2-TZVPD def2/J DEFGRID3
* xyz -2 1
Ti 1.479 -0.932 -0.389
O 3.037 -1.056 -0.792
N 2.117 0.118 1.523
C 2.828 1.208 1.812
C 3.427 1.396 3.040
C 3.266 0.401 4.006
C 2.557 -0.738 3.706
C 2.004 -0.882 2.419
S 1.216 -2.275 1.795
H 2.884 1.943 1.022
H 3.985 2.300 3.242
H 3.707 0.520 4.990
H 2.434 -1.541 4.419
C -2.246 4.191 -1.548
Se -2.351 2.246 -1.531
C -3.217 2.113 0.210
C -2.354 2.562 1.381
Se -1.149 1.151 1.988
C -0.133 2.305 3.175
H -1.605 4.556 -0.748
H -3.241 4.631 -1.478
H -1.785 4.471 -2.493
H -3.506 1.065 0.302
H -4.129 2.711 0.161
H -2.989 2.848 2.224
H -1.734 3.420 1.115
H -0.792 2.769 3.909
H 0.389 3.063 2.594
H 0.589 1.675 3.692
S -3.788 -6.008 -2.474
C -2.675 -4.825 -2.071
S -0.982 -5.013 -2.226
C -0.485 -3.432 -1.677
C -1.486 -2.598 -1.306
S -1.279 -0.983 -0.740
S -3.092 -3.279 -1.461
S 1.206 -3.015 -1.686
N 7.499 4.656 -0.646
C 6.093 4.596 -0.571
C 5.458 4.430 0.658
C 4.077 4.390 0.732
C 3.310 4.520 -0.418
C 3.935 4.714 -1.642
C 5.318 4.753 -1.717
S 1.542 4.338 -0.328
O 1.181 4.760 1.007
O 1.012 5.111 -1.436
N 1.289 2.790 -0.442
C 1.159 2.164 -1.621
S 0.945 2.958 -3.184
C 0.859 1.415 -3.955
C 0.964 0.437 -3.043
N 1.147 0.846 -1.736
H 7.949 4.133 0.090
H 7.852 4.359 -1.543
H 6.054 4.321 1.558
H 3.575 4.259 1.682
H 3.331 4.831 -2.531
H 5.804 4.897 -2.676
H 0.706 1.313 -5.016
H 0.916 -0.624 -3.241
*
```

Values from the calculation:
**Energy above the lowest of the compared OMol25 structures with the same formula, charge and spin**: 0.0 kJ/mol

Record 5
Density functional theory data (ωB97M-V/def2-TZVPD) for 15 unconnected molecules or ions with the total composition C38H98N8O15S7 at a distorted geometry.

Structure (ORCA input):
```
! RIJCOSX wB97M-V def2-TZVPD def2/J DEFGRID3
* xyz 0 1
C -7.694 -26.536 -20.684
C -8.237 -27.265 -21.915
O -7.509 -27.516 -22.854
N -9.506 -27.654 -21.825
C -10.415 -28.261 -22.783
H -7.834 -27.110 -19.768
H -8.186 -25.563 -20.695
H -6.639 -26.274 -20.754
H -9.959 -27.083 -21.126
H -10.139 -28.118 -23.827
H -11.380 -27.810 -22.552
H -10.361 -29.341 -22.642
C -14.181 -26.884 -20.328
C -15.555 -26.500 -20.765
O -15.739 -25.560 -21.504
N -16.618 -27.276 -20.334
C -18.007 -26.908 -20.827
H -13.411 -26.661 -21.066
H -14.027 -27.961 -20.404
H -13.898 -26.484 -19.354
H -16.495 -28.237 -20.049
H -18.694 -27.745 -20.703
H -17.969 -26.599 -21.871
H -18.437 -26.025 -20.355
C -6.082 -24.549 -23.292
C -5.805 -23.333 -24.028
O -5.467 -23.408 -25.247
N -5.882 -22.239 -23.383
C -5.496 -20.981 -24.032
H -7.121 -24.876 -23.317
H -5.804 -24.203 -22.296
H -5.276 -25.238 -23.544
H -5.702 -22.292 -22.390
H -5.882 -20.888 -25.047
H -4.428 -20.761 -24.030
H -5.917 -20.148 -23.470
C -7.313 -22.775 -19.222
C -6.042 -22.061 -19.630
O -6.051 -20.821 -19.810
N -4.980 -22.845 -19.785
C -3.597 -22.380 -20.134
H -8.205 -22.150 -19.247
H -7.081 -23.297 -18.293
H -7.451 -23.494 -20.029
H -5.026 -23.850 -19.689
H -3.272 -22.817 -21.078
H -2.956 -22.677 -19.304
H -3.332 -21.323 -20.148
C -6.116 -27.151 -17.185
C -5.166 -26.438 -18.079
O -5.520 -25.341 -18.552
N -3.979 -27.046 -18.279
C -2.811 -26.327 -18.762
H -7.174 -26.896 -17.239
H -5.911 -26.977 -16.129
H -6.100 -28.233 -17.312
H -3.880 -27.967 -17.876
H -2.894 -25.692 -19.644
H -2.088 -27.127 -18.917
H -2.563 -25.523 -18.070
C -10.691 -25.903 -28.514
C -11.213 -26.938 -27.560
O -10.660 -26.856 -26.427
N -12.003 -28.030 -27.888
C -12.571 -28.326 -29.197
H -9.610 -25.827 -28.391
H -11.086 -24.902 -28.343
H -10.841 -26.099 -29.576
H -12.212 -28.640 -27.111
H -12.219 -29.346 -29.350
H -12.113 -27.714 -29.974
H -13.633 -28.323 -28.950
C -3.852 -28.269 -21.484
C -4.027 -29.447 -22.374
O -3.197 -30.370 -22.332
N -5.128 -29.387 -23.111
C -5.454 -30.382 -24.068
H -4.843 -27.830 -21.369
H -3.090 -27.658 -21.969
H -3.451 -28.625 -20.535
H -5.714 -28.564 -23.136
H -4.679 -30.620 -24.796
H -6.405 -30.289 -24.592
H -5.625 -31.176 -23.341
C -7.148 -24.469 -28.868
C -6.643 -25.570 -28.112
O -5.895 -26.358 -28.647
N -7.002 -25.782 -26.803
C -6.590 -26.872 -25.974
H -6.384 -23.704 -29.003
H -8.006 -24.055 -28.339
H -7.464 -24.785 -29.862
H -7.400 -24.996 -26.309
H -7.393 -27.165 -25.297
H -5.742 -26.466 -25.422
H -6.335 -27.776 -26.526
C -12.424 -25.143 -23.992
S -11.536 -24.418 -22.489
O -11.229 -25.660 -21.562
C -9.988 -24.175 -23.413
H -12.684 -24.341 -24.682
H -13.294 -25.708 -23.656
H -11.711 -25.907 -24.303
H -9.255 -23.630 -22.819
H -10.233 -23.584 -24.296
H -9.447 -25.057 -23.756
C -6.542 -30.445 -19.880
S -6.200 -31.984 -20.840
O -6.463 -33.172 -19.830
C -7.648 -32.082 -21.907
H -7.488 -30.329 -19.350
H -6.607 -29.524 -20.458
H -5.833 -30.378 -19.054
H -7.333 -32.551 -22.839
H -8.032 -31.100 -22.181
H -8.369 -32.679 -21.348
C -12.932 -32.023 -21.705
S -11.906 -32.902 -20.477
O -12.496 -32.682 -19.104
C -12.440 -34.620 -20.932
H -12.704 -32.345 -22.722
H -12.636 -30.977 -21.786
H -14.017 -31.968 -21.616
H -11.772 -35.282 -20.381
H -12.398 -34.857 -21.995
H -13.434 -34.992 -20.683
C -15.374 -30.276 -24.743
S -15.201 -29.090 -23.350
O -13.688 -29.009 -23.089
C -15.614 -27.596 -24.275
H -14.440 -30.288 -25.305
H -16.164 -30.112 -25.475
H -15.380 -31.157 -24.101
H -14.943 -27.467 -25.125
H -15.339 -26.837 -23.543
H -16.643 -27.397 -24.574
C -9.163 -30.187 -25.365
S -8.166 -30.704 -26.864
O -7.368 -31.875 -26.180
C -9.671 -31.401 -27.744
H -9.341 -30.950 -24.608
H -10.200 -29.875 -25.485
H -8.525 -29.469 -24.850
H -9.429 -32.207 -28.437
H -10.205 -30.602 -28.258
H -10.358 -31.824 -27.011
C -10.067 -25.093 -18.626
S -10.908 -25.029 -16.987
O -9.654 -25.269 -16.168
C -11.146 -23.183 -16.856
H -10.248 -26.076 -19.060
H -8.999 -25.027 -18.419
H -10.446 -24.319 -19.293
H -11.531 -22.799 -15.911
H -11.923 -22.924 -17.575
H -10.114 -22.933 -17.102
C -11.357 -29.246 -16.254
S -10.517 -28.506 -17.766
O -9.034 -28.873 -17.857
C -11.363 -29.610 -19.070
H -10.731 -30.050 -15.866
H -12.313 -29.688 -16.534
H -11.646 -28.476 -15.538
H -10.722 -29.635 -19.952
H -12.353 -29.320 -19.422
H -11.420 -30.619 -18.661
*
```

Record 6
Density functional theory data (ωB97M-V/def2-TZVPD) for a molecular structure, C47H46N7O3PRbS4.

Structure (ORCA input):
```
! RIJCOSX wB97M-V def2-TZVPD def2/J DEFGRID3
* xyz -1 1
Rb -0.169 0.049 -0.056
N -0.667 1.671 -2.591
C -0.483 3.020 -2.912
C -1.054 3.548 -4.069
C -0.915 4.894 -4.365
C -0.196 5.725 -3.516
C 0.369 5.196 -2.363
C 0.237 3.852 -2.033
P 0.706 3.060 -0.431
C 1.187 4.502 0.582
C 0.302 4.869 1.592
C 0.572 5.958 2.409
C 1.738 6.686 2.228
C 2.634 6.319 1.233
C 2.361 5.231 0.416
C 2.364 2.365 -0.877
C 3.263 2.023 0.140
C 4.483 1.443 -0.172
C 4.829 1.181 -1.492
C 3.949 1.521 -2.507
C 2.730 2.114 -2.200
H 0.141 1.208 -2.203
H -1.106 1.095 -3.294
H -1.611 2.895 -4.732
H -1.369 5.293 -5.264
H -0.083 6.777 -3.742
H 0.909 5.851 -1.689
H -0.589 4.273 1.756
H -0.120 6.223 3.198
H 1.958 7.529 2.872
H 3.554 6.875 1.098
H 3.072 4.940 -0.348
H 2.997 2.210 1.177
H 5.164 1.183 0.630
H 5.778 0.714 -1.727
H 4.206 1.326 -3.542
H 2.069 2.403 -3.010
O 2.225 2.293 3.306
C 1.108 1.842 3.013
O 0.673 1.606 1.846
C 0.152 1.517 4.159
C 0.207 2.361 5.265
C -0.652 2.219 6.341
C -1.583 1.191 6.318
C -1.638 0.321 5.242
C -0.776 0.459 4.151
S -0.785 -0.644 2.751
H 0.959 3.141 5.244
H -0.597 2.899 7.182
H -2.275 1.057 7.141
H -2.370 -0.470 5.243
C 2.773 -1.070 2.768
C 3.341 -1.605 1.500
N 2.827 -1.436 0.321
C 3.598 -2.035 -0.648
C 4.704 -2.681 -0.190
S 4.804 -2.526 1.505
C 3.251 -1.909 -2.074
C 4.034 -2.369 -3.087
S 3.330 -1.984 -4.589
C 2.011 -1.237 -3.771
N 2.098 -1.269 -2.476
C 0.919 -0.580 -4.548
H 2.235 -0.154 2.544
H 3.557 -0.849 3.491
H 2.067 -1.778 3.207
H 5.451 -3.211 -0.755
H 4.974 -2.891 -3.020
H 0.934 -0.904 -5.589
H 1.052 0.504 -4.525
H -0.052 -0.824 -4.116
N -3.502 -2.225 -1.788
C -4.291 -1.616 -2.728
C -3.428 -0.969 -3.561
N -2.127 -1.158 -3.144
C -2.221 -1.917 -2.075
H -3.785 -2.665 -0.923
H -5.364 -1.682 -2.710
H -3.664 -0.374 -4.427
H -1.423 -2.274 -1.442
C -0.718 -3.141 7.439
C -1.546 -3.263 6.167
C -0.700 -3.012 4.924
N -1.410 -3.226 3.672
C -1.944 -2.109 2.919
S -2.147 -2.639 1.194
N -3.214 -1.767 3.561
C -4.064 -0.762 3.223
O -3.777 0.233 2.589
C -5.452 -0.934 3.791
C -6.124 -2.148 3.720
C -7.419 -2.257 4.212
C -8.037 -1.157 4.787
C -7.366 0.058 4.856
C -6.082 0.172 4.348
H -1.314 -3.346 8.330
H -0.306 -2.135 7.538
H 0.120 -3.842 7.429
H -2.367 -2.543 6.199
H -2.003 -4.254 6.088
H 0.158 -3.692 4.947
H -0.281 -2.001 4.963
H -0.906 -3.809 3.022
H -3.629 -2.587 3.977
H -5.642 -3.001 3.255
H -7.945 -3.201 4.142
H -9.044 -1.243 5.177
H -7.849 0.919 5.301
H -5.553 1.117 4.368
*
```

Values from the calculation:
**Energy above the lowest of the compared OMol25 structures with the same formula, charge and spin**: 74.6 kJ/mol

Record 7
Density functional theory data (ωB97M-V/def2-TZVPD) for 2 unconnected molecules or ions with the total composition C5H15N2 at a distorted geometry.

Structure (ORCA input):
```
! RIJCOSX wB97M-V def2-TZVPD def2/J DEFGRID3
* xyz 1 1
C 3.184 1.134 -2.259
C 0.816 1.254 -1.692
N 2.057 1.276 -1.329
H 3.856 0.339 -1.862
H 3.721 2.098 -2.310
H 2.783 0.836 -3.239
H 0.580 1.111 -2.761
H 0.050 1.355 -0.960
H 2.268 1.372 -0.347
C -0.683 -0.092 0.558
N -1.243 -0.932 1.601
C -2.443 -0.316 2.165
C -1.565 -2.262 1.047
H -0.437 0.872 1.014
H -1.430 0.050 -0.289
H 0.219 -0.578 0.157
H -2.835 -0.920 2.978
H -2.180 0.686 2.596
H -3.249 -0.164 1.437
H -1.923 -2.890 1.866
H -0.635 -2.708 0.628
H -2.336 -2.179 0.264
*
```

Values from the calculation:
**Energy above the lowest of the compared OMol25 structures with the same formula, charge and spin**: 233.5 kJ/mol

Calculated frontier orbital gap in order - 0.4071, 0.3631, 0.2611, 0.1993, 0.2879, 0.2391, 0.2357 Ha
Calculated HOMO in order - -0.382, -0.342, -0.293, -0.053, -0.304, -0.169, -0.431 Eh